1.
Density functional theory data (ωB97M-V/def2-TZVPD) for a single C9H5NO3 molecule at a distorted geometry.

Atoms and positions in Å:
1 O 1.8017 -2.2072 0.0448
2 C 1.2623 -1.1486 0.0181
3 C 1.9751 0.3341 -0.0146
4 N 3.3698 0.5895 -0.0110
5 O 3.6945 1.7513 0.1569
6 O 4.1355 -0.3328 -0.1701
7 C 1.0009 1.2557 -0.0438
8 C -0.3099 0.6255 -0.0145
9 C -1.5684 1.1929 -0.0175
10 C -2.6749 0.3443 -0.0036
11 C -2.5279 -1.0314 0.0230
12 C -1.2603 -1.6097 0.0488
13 C -0.1632 -0.7769 0.0215
14 H 1.1543 2.3219 -0.0924
15 H -1.6960 2.2671 -0.0309
16 H -3.6661 0.7753 -0.0114
17 H -3.3984 -1.6712 0.0177
18 H -1.1289 -2.6800 0.0791

Atoms 1-3, force components in eV/Å:
-0.204 -0.131 0.001
1.569 2.048 0.014
-2.151 -1.855 -0.003

SMILES   O=C1C([N+](=O)[O-])=Cc2ccccc21
Energy relative to the best compared isomer or geometry (same formula, charge and spin)   0.000 eV
HOMO   -9.7 eV
LUMO level   -1.52 eV
E   -17042.9141 eV

---

2.
Density functional theory data (ωB97M-V/def2-TZVPD) for 26 unconnected molecules or ions with the total composition C9H68NO26 at a distorted geometry.

Atoms and positions in Å:
1 C 1.2532 1.0349 2.0423
2 C 0.8697 0.0452 0.8973
3 C -0.2219 -0.8672 1.5373
4 C -1.1801 -1.5382 0.4729
5 C -1.8177 -0.4392 -0.3547
6 C -0.7717 0.4284 -1.1339
7 N 0.3187 0.9117 -0.2083
8 O 1.1509 2.0382 -0.6766
9 C -1.6768 1.5117 -1.8030
10 C -0.2260 -0.3474 -2.2299
11 C 2.0621 -0.9490 0.5999
12 H 1.7351 0.5424 2.8869
13 H 0.4774 1.7040 2.4145
14 H 2.1138 1.6057 1.6937
15 H -0.6233 -0.4966 2.4805
16 H 0.2577 -1.7234 2.0115
17 H -1.8930 -2.1708 1.0018
18 H -0.5920 -2.3090 -0.0251
19 H -2.6139 0.0765 0.1822
20 H -2.3716 -1.0872 -1.0340
21 H -2.5932 1.1892 -2.2974
22 H -1.0891 2.1280 -2.4834
23 H -2.0561 2.2135 -1.0603
24 H -1.0153 -0.5655 -2.9494
25 H 0.0212 -1.3312 -1.8311
26 H 0.5891 0.1132 -2.7880
27 H 2.9273 -0.2936 0.7000
28 H 2.0831 -1.3982 -0.3930
29 H 2.2511 -1.7759 1.2844
30 O 4.2915 -2.7796 -1.1901
31 H 4.9249 -3.4835 -1.0505
32 H 4.5379 -2.3987 -2.0330
33 O -1.9451 4.9384 -1.2777
34 H -1.3798 5.6457 -1.5883
35 H -1.4645 4.5506 -0.5464
36 O -0.7516 -3.4970 2.9427
37 H -1.5909 -3.6283 2.5015
38 H -0.9335 -2.8387 3.6134
39 O -2.5930 3.0512 -4.7653
40 H -2.4113 2.4500 -5.4876
41 H -1.9595 2.8120 -4.0888
42 O -5.0020 2.7906 -3.4392
43 H -4.9946 2.3875 -2.5710
44 H -4.0824 2.8067 -3.7042
45 O -3.4722 -4.0440 -0.7487
46 H -2.5569 -4.1572 -1.0048
47 H -3.9418 -4.7266 -1.2281
48 O 0.4210 0.2548 5.4467
49 H 0.0362 -0.6212 5.4732
50 H -0.3286 0.8479 5.4973
51 O 2.6621 3.8746 1.0444
52 H 1.9624 4.1380 1.6421
53 H 2.2220 3.3487 0.3766
54 O 1.7847 -3.8249 -2.5612
55 H 0.8505 -3.6800 -2.7116
56 H 1.9343 -3.5178 -1.6671
57 O 2.1136 -2.3079 4.6226
58 H 1.9519 -3.1909 4.2906
59 H 2.3970 -1.8110 3.8551
60 O 3.3493 0.4203 -2.1372
61 H 2.7072 1.0364 -2.4899
62 H 2.9307 0.0581 -1.3563
63 O 1.2743 3.7798 -2.8878
64 H 0.9853 4.5606 -2.4155
65 H 1.3885 3.1163 -2.2073
66 O 3.1271 0.1253 5.6718
67 H 2.1797 0.2572 5.6359
68 H 3.2348 -0.8231 5.7426
69 O -4.8387 -1.4093 -0.7680
70 H -5.5647 -2.0219 -0.6499
71 H -4.1001 -1.9598 -1.0279
72 O 0.4513 3.4461 4.1599
73 H -0.3534 2.9507 4.0075
74 H 1.0524 3.1428 3.4796
75 O 5.8102 0.3359 -0.5821
76 H 5.6204 1.1235 -0.0722
77 H 5.0185 0.1885 -1.0996
78 O -0.8938 -3.5366 -2.4727
79 H -1.1570 -2.7408 -2.0104
80 H -1.2065 -3.4084 -3.3683
81 O -4.9792 0.8059 -5.2506
82 H -4.6070 1.1041 -4.4206
83 H -5.9252 0.8099 -5.1045
84 O 0.1442 -2.4026 -5.0163
85 H -0.7967 -2.2880 -5.1495
86 H 0.5272 -1.5649 -5.2766
87 O -1.0360 3.7376 1.0916
88 H -1.9084 3.4649 1.3758
89 H -0.7418 3.0348 0.5122
90 O 4.5640 2.1882 4.1023
91 H 5.2086 2.2844 4.8034
92 H 3.8898 1.6186 4.4727
93 O 5.4265 2.3384 1.2115
94 H 4.7172 2.9736 1.1132
95 H 5.6531 2.3735 2.1408
96 O 1.2690 -4.1442 0.6635
97 H 2.0233 -4.2900 1.2345
98 H 0.7647 -3.4591 1.1024
99 O -5.0042 1.2996 -0.5925
100 H -4.4972 0.4903 -0.6582
101 H -4.6106 1.7703 0.1421
102 O -3.3651 -4.1987 2.0855
103 H -3.6016 -4.2680 1.1605
104 H -4.1815 -3.9600 2.5246

Atoms 1-3, force components in eV/Å:
1.872 -0.504 -0.706
-1.403 -0.028 0.913
-0.008 -1.509 -0.820

Energy relative to the best compared isomer or geometry (same formula, charge and spin)   3.772 eV
HOMO   -3.9 eV
LUMO level   1.23 eV
Total charge   -1
E   -65161.9460 eV

---

3.
Density functional theory data (ωB97M-V/def2-TZVPD) for 27 unconnected molecules or ions with the total composition C9H69NO28S at a distorted geometry.

Atoms and positions in Å:
1 C -2.9615 -1.1850 -0.1000
2 N -2.2324 -0.4158 -1.1519
3 C -1.0359 0.1856 -0.5766
4 C -0.4053 1.1526 -1.5702
5 C -0.0868 0.6481 -2.9864
6 C 1.4646 0.8556 -3.0396
7 C 2.1147 -0.4531 -2.6195
8 C 3.6433 -0.4264 -2.5068
9 C 4.2767 0.3087 -1.3211
10 S 3.9613 -0.4400 0.3017
11 O 1.7748 1.8434 -2.0643
12 C 0.9188 1.6519 -1.0269
13 O 1.2036 1.8952 0.1122
14 H -2.2552 -1.4225 0.6909
15 H -3.3277 -2.0771 -0.5863
16 H -3.7664 -0.5477 0.2633
17 H -1.9538 -1.0917 -1.8524
18 H -0.2900 -0.5512 -0.2468
19 H -1.3427 0.7591 0.2973
20 H -0.9822 2.0770 -1.6473
21 H -0.6493 1.2814 -3.6628
22 H -0.2718 -0.4039 -3.1685
23 H 1.7061 1.1265 -4.0622
24 H 1.8831 -1.1876 -3.3941
25 H 1.6565 -0.8309 -1.7016
26 H 4.0622 -0.0015 -3.4204
27 H 3.9503 -1.4713 -2.4392
28 H 5.3558 0.2280 -1.4457
29 H 4.0582 1.3705 -1.2974
30 H 3.1712 0.4422 0.9317
31 O -1.8054 -1.8936 2.9218
32 H -1.5150 -2.5062 3.6046
33 H -1.0885 -1.2539 2.8494
34 O 6.3020 0.7209 2.5836
35 H 5.5401 0.3625 2.1060
36 H 5.9075 1.0862 3.3818
37 O 5.4466 -3.3459 -0.6526
38 H 4.8755 -2.5672 -0.6388
39 H 6.1629 -3.1179 -1.2531
40 O -2.5707 -4.0803 -0.8222
41 H -1.6221 -4.0391 -0.9814
42 H -2.7226 -4.9995 -0.5737
43 O -1.7502 0.9300 3.5860
44 H -2.6010 1.0276 4.0292
45 H -1.5708 1.7968 3.2027
46 O -3.1188 -1.8843 -3.5731
47 H -4.0650 -1.8153 -3.4124
48 H -3.0457 -1.7803 -4.5269
49 O -5.8288 -0.1516 2.5126
50 H -6.2281 -0.0462 1.6408
51 H -5.0315 -0.6712 2.3490
52 O -3.4823 2.0640 -3.7340
53 H -3.0538 1.5642 -3.0242
54 H -2.8431 2.7366 -3.9877
55 O 3.4122 0.4388 3.5882
56 H 2.5473 0.7796 3.8393
57 H 3.5841 -0.2778 4.2087
58 O 3.4951 4.1900 -2.0868
59 H 3.7919 4.9037 -1.5004
60 H 2.9412 3.6516 -1.5140
61 O 3.9861 6.4716 -0.1085
62 H 3.0808 6.5335 0.2133
63 H 4.1574 7.3271 -0.5359
64 O 5.7205 -5.7578 1.2887
65 H 6.5273 -6.0826 0.8729
66 H 5.5790 -4.8956 0.8758
67 O -5.2639 -0.5805 -4.9654
68 H -5.6817 -0.2513 -5.7660
69 H -5.4765 0.0927 -4.3082
70 O -1.0203 1.8651 6.6125
71 H -1.0701 1.7375 5.6573
72 H -1.1046 0.9753 6.9724
73 O -3.7848 -6.1542 -2.5249
74 H -4.6231 -6.0498 -2.0632
75 H -3.6045 -5.2660 -2.8614
76 O -6.5882 1.8925 -5.0489
77 H -7.1158 2.6764 -4.8696
78 H -5.7684 2.2290 -5.4279
79 O -3.4072 1.9219 8.3700
80 H -3.9217 2.7229 8.5014
81 H -2.5620 2.2259 8.0133
82 O -7.4245 -2.6420 1.2181
83 H -7.0380 -2.0190 1.8430
84 H -8.0416 -3.1649 1.7464
85 O -1.3882 -5.7299 -4.5726
86 H -0.7981 -5.3107 -3.9398
87 H -2.1676 -5.9657 -4.0578
88 O 4.7965 3.8946 0.7946
89 H 5.7166 3.6200 0.7077
90 H 4.7876 4.8434 0.5974
91 O 8.1794 -6.9443 2.3426
92 H 7.3160 -6.5764 2.5761
93 H 8.3204 -7.6477 2.9827
94 O 2.4346 2.7352 2.0547
95 H 1.9188 2.6623 1.2074
96 H 3.1548 3.3389 1.8347
97 O 4.3105 9.0175 -1.3458
98 H 4.1806 9.7891 -0.7854
99 H 4.6647 9.3641 -2.1702
100 O -9.0585 -4.9893 1.3815
101 H -9.0990 -5.1159 0.4285
102 H -9.1292 -5.8752 1.7490
103 O -7.7008 1.2411 4.5637
104 H -7.4556 2.1165 4.8758
105 H -6.9938 0.9883 3.9577
106 O 7.8749 3.2739 0.6882
107 H 8.2465 2.8195 1.4518
108 H 8.6315 3.5008 0.1403

Atoms 1-3, force components in eV/Å:
0.566 0.924 -1.080
0.181 -0.141 0.548
-0.532 0.370 -0.494

HOMO   -9.0 eV
LUMO level   0.01 eV
E   -80109.0821 eV

---

4.
Density functional theory data (ωB97M-V/def2-TZVPD) for a molecular structure, C9H6BrNNdO4 at a distorted geometry.

Atoms and positions in Å:
1 Nd 0.5554 0.9825 -0.7521
2 C -0.9401 1.2689 -2.4763
3 O -1.8177 1.2420 -3.2087
4 C 1.7121 2.8119 -2.2478
5 O 2.1909 3.6234 -2.9355
6 C 1.8473 -0.3335 -2.2568
7 O 2.3072 -1.1706 -2.8576
8 C -0.2981 2.9909 0.1771
9 O -0.8791 3.7738 0.7479
10 H 2.2373 1.0250 0.6650
11 H 2.5025 1.6614 0.0320
12 Br 0.9302 -2.7520 3.6335
13 C -0.0687 -2.0075 2.2367
14 C -1.3768 -2.4167 1.9832
15 C -2.1111 -1.8478 0.9388
16 C -1.5570 -0.8841 0.1560
17 N -0.2889 -0.5755 0.4912
18 C 0.5185 -1.0424 1.4626
19 H -1.8228 -3.1830 2.6076
20 H -3.1160 -2.1421 0.7214
21 H -2.0486 -0.3717 -0.6894
22 H 1.5235 -0.6528 1.5712

Atoms 1-3, force components in eV/Å:
-0.091 -1.812 2.291
-5.868 0.589 -5.807
3.157 0.146 2.520

Energy relative to the best compared isomer or geometry (same formula, charge and spin)   2.331 eV
HOMO (alpha / beta)   -19.4 / -19.4 eV
Spin multiplicity   4
LUMO level (alpha / beta)   -14.39 / -14.22 eV
Total charge   +3
E   -104393.5045 eV

---

Among the records above, which one has the highest E?
C9H5NO3

---

What is the formula in the second record?
C9H68NO26

---

The lowest E belongs to which entry?
C9H6BrNNdO4

---

Repeat the fourth record exactly.
Density functional theory data (ωB97M-V/def2-TZVPD) for a molecular structure, C9H6BrNNdO4 at a distorted geometry.

Atoms and positions in Å:
1 Nd 0.5554 0.9825 -0.7521
2 C -0.9401 1.2689 -2.4763
3 O -1.8177 1.2420 -3.2087
4 C 1.7121 2.8119 -2.2478
5 O 2.1909 3.6234 -2.9355
6 C 1.8473 -0.3335 -2.2568
7 O 2.3072 -1.1706 -2.8576
8 C -0.2981 2.9909 0.1771
9 O -0.8791 3.7738 0.7479
10 H 2.2373 1.0250 0.6650
11 H 2.5025 1.6614 0.0320
12 Br 0.9302 -2.7520 3.6335
13 C -0.0687 -2.0075 2.2367
14 C -1.3768 -2.4167 1.9832
15 C -2.1111 -1.8478 0.9388
16 C -1.5570 -0.8841 0.1560
17 N -0.2889 -0.5755 0.4912
18 C 0.5185 -1.0424 1.4626
19 H -1.8228 -3.1830 2.6076
20 H -3.1160 -2.1421 0.7214
21 H -2.0486 -0.3717 -0.6894
22 H 1.5235 -0.6528 1.5712

Atoms 1-3, force components in eV/Å:
-0.091 -1.812 2.291
-5.868 0.589 -5.807
3.157 0.146 2.520

Energy relative to the best compared isomer or geometry (same formula, charge and spin)   2.331 eV
HOMO (alpha / beta)   -19.4 / -19.4 eV
Spin multiplicity   4
LUMO level (alpha / beta)   -14.39 / -14.22 eV
Total charge   +3
E   -104393.5045 eV